Entry 1:
Entry from the OMol25 dataset: a 4-piece molecular cluster, C25H56ClNO3 overall (the ωB97M-V functional and the def2-TZVPD basis).

## Properties
**Largest force on an atom**: 0.52 eV/A
**E_LUMO**: 0.4 eV
**Kohn-Sham gap**: 10.291 eV
**SMILES string**: C[C@H](O)CN(C[C@H](C)Cl)C(=O)O.CCCCCC.CCCCCC.CCCCCC

Cartesian coordinates (Å):
C: 2.43 0.33 1.62
C: 1.03 0.21 1.05
O: 0.47 1.47 0.68
C: 0.10 -0.43 2.08
N: -1.25 -0.81 1.63
C: -2.32 -0.46 2.57
C: -3.66 -0.31 1.88
C: -3.65 0.70 0.75
Cl: -4.84 0.21 3.14
C: -1.40 -2.10 1.11
O: -2.21 -2.90 1.48
O: -0.56 -2.38 0.09
H: 3.05 0.94 0.95
H: 2.41 0.80 2.60
H: 2.89 -0.65 1.71
H: 1.08 -0.40 0.14
H: 1.16 2.14 0.71
H: -0.04 0.33 2.85
H: 0.60 -1.29 2.55
H: -2.40 -1.20 3.38
H: -2.06 0.51 3.01
H: -4.02 -1.28 1.54
H: -3.09 0.30 -0.10
H: -3.17 1.63 1.06
H: -4.66 0.92 0.42
H: -0.29 -1.54 -0.31
C: -9.65 4.34 -1.08
C: -8.79 4.99 0.00
C: -7.36 4.45 0.05
C: -7.26 2.95 0.34
C: -7.93 2.51 1.64
C: -7.34 3.17 2.89
H: -9.77 3.27 -0.91
H: -10.65 4.78 -1.10
H: -9.21 4.47 -2.07
H: -9.27 4.87 0.97
H: -8.75 6.07 -0.18
H: -6.80 5.01 0.79
H: -6.88 4.65 -0.91
H: -6.20 2.68 0.39
H: -7.68 2.38 -0.49
H: -7.82 1.42 1.73
H: -9.00 2.70 1.60
H: -6.27 2.95 2.96
H: -7.81 2.79 3.79
H: -7.46 4.25 2.87
C: 4.47 1.67 -1.80
C: 5.52 1.11 -0.85
C: 6.18 2.17 0.03
C: 6.93 3.26 -0.74
C: 8.02 2.75 -1.68
C: 9.12 1.97 -0.96
H: 4.90 2.38 -2.51
H: 3.99 0.88 -2.38
H: 3.68 2.19 -1.25
H: 6.28 0.57 -1.43
H: 5.05 0.36 -0.20
H: 6.86 1.68 0.73
H: 5.41 2.65 0.64
H: 7.38 3.95 -0.01
H: 6.22 3.86 -1.32
H: 8.46 3.60 -2.20
H: 7.58 2.12 -2.45
H: 9.60 2.59 -0.19
H: 9.90 1.65 -1.66
H: 8.73 1.08 -0.47
C: 2.45 -4.03 0.27
C: 2.38 -4.06 -1.25
C: 1.50 -5.19 -1.80
C: 1.96 -6.60 -1.42
C: 3.40 -6.94 -1.83
C: 3.63 -6.87 -3.33
H: 2.91 -4.94 0.68
H: 3.05 -3.19 0.61
H: 1.45 -3.93 0.69
H: 3.39 -4.14 -1.67
H: 1.98 -3.11 -1.62
H: 1.45 -5.10 -2.88
H: 0.48 -5.05 -1.43
H: 1.28 -7.32 -1.88
H: 1.86 -6.74 -0.34
H: 3.63 -7.95 -1.47
H: 4.10 -6.27 -1.32
H: 2.96 -7.54 -3.86
H: 4.65 -7.15 -3.58
H: 3.47 -5.86 -3.72

***

Entry 2:
Entry from the OMol25 dataset: a 4-piece molecular cluster, C25H57ClN4OS overall (the ωB97M-V functional and the def2-TZVPD basis).

## Properties
**Relative energy (zero: lowest compared OMol25 entry of this formula, charge and spin)**: 0.0 kcal/mol
**Largest force on an atom**: 5.47 eV/A
**E_LUMO**: 0.4 eV
**Kohn-Sham gap**: 8.577 eV
**SMILES string**: O=C1C[C@H](CCCCl)[C@@H](S)N1.CCN(CC)CC.CCN(CC)CC.CCN(CC)CC

Cartesian coordinates (Å):
O: -0.99 -3.76 2.05
C: -0.82 -2.84 1.40
C: -1.75 -2.27 0.31
C: -0.74 -2.39 -0.87
C: -0.85 -3.80 -1.45
C: -1.89 -3.91 -2.58
C: -3.27 -4.26 -2.07
Cl: -4.48 -4.02 -3.38
C: 0.63 -2.03 -0.13
S: 0.98 -0.23 -0.43
N: 0.39 -2.02 1.32
H: -1.98 -1.22 0.39
H: -2.58 -2.95 0.31
H: -0.85 -1.66 -1.66
H: -1.02 -4.53 -0.67
H: 0.10 -4.05 -1.90
H: -1.93 -3.01 -3.17
H: -1.56 -4.73 -3.19
H: -3.61 -3.64 -1.26
H: -3.28 -5.29 -1.74
H: 1.48 -2.62 -0.40
H: 0.77 -0.01 -1.74
H: 0.04 -1.10 1.56
C: 1.55 -4.73 -5.16
C: 2.71 -5.70 -5.15
N: 2.69 -6.60 -4.01
C: 3.93 -7.33 -3.83
C: 4.35 -8.33 -4.91
C: 1.47 -7.36 -3.83
C: 1.01 -8.27 -4.97
H: 1.49 -4.16 -4.23
H: 1.67 -4.01 -5.98
H: 0.59 -5.23 -5.32
H: 3.64 -5.12 -5.11
H: 2.73 -6.25 -6.11
H: 3.90 -7.85 -2.87
H: 4.74 -6.59 -3.72
H: 3.75 -9.24 -4.88
H: 5.39 -8.63 -4.76
H: 4.28 -7.90 -5.92
H: 0.66 -6.66 -3.61
H: 1.57 -7.96 -2.92
H: 1.07 -7.78 -5.94
H: -0.03 -8.56 -4.82
H: 1.59 -9.19 -5.02
C: -2.80 2.02 1.59
C: -1.73 2.67 0.72
N: -2.28 3.45 -0.38
C: -1.28 3.82 -1.37
C: -0.15 4.75 -0.93
C: -3.22 4.49 0.00
C: -2.74 5.56 0.98
H: -3.48 1.42 0.99
H: -2.32 1.36 2.32
H: -3.38 2.76 2.15
H: -1.13 1.86 0.29
H: -1.06 3.26 1.36
H: -1.79 4.26 -2.23
H: -0.84 2.89 -1.75
H: -0.48 5.78 -0.82
H: 0.63 4.76 -1.70
H: 0.32 4.43 0.00
H: -4.10 4.01 0.43
H: -3.59 4.97 -0.91
H: -2.20 5.13 1.83
H: -3.60 6.10 1.39
H: -2.10 6.30 0.50
C: 3.10 6.01 4.65
C: 2.03 6.36 5.67
N: 0.79 6.82 5.06
C: -0.13 7.42 6.01
C: -0.71 6.53 7.11
C: 0.20 5.93 4.08
C: -0.16 4.51 4.52
H: 3.29 6.85 3.98
H: 4.04 5.78 5.16
H: 2.84 5.14 4.05
H: 2.41 7.16 6.30
H: 1.87 5.49 6.32
H: -0.95 7.89 5.46
H: 0.40 8.25 6.50
H: -1.48 5.85 6.73
H: -1.19 7.15 7.87
H: 0.05 5.93 7.62
H: 0.88 5.86 3.23
H: -0.69 6.41 3.67
H: 0.64 4.04 5.11
H: -0.33 3.88 3.64
H: -1.08 4.48 5.11

***

Question: Among the records above, which one has the highest largest force on an atom?
Answer: C25H57ClN4OS